Entry from OMol25: 2 unconnected molecules or ions with the total composition C9H14 (ωB97M-V with the def2-TZVPD basis set).

Summary:
SMILES string = C=CC(=C)C.C=CC=C
energy relative to the best compared isomer or geometry (same formula, charge and spin) = 86.6 kcal per mole
Kohn-Sham gap = 9.11 eV
E = -9556.4246 eV
LUMO energy = 0.59 eV

XYZ file:
```
23
Properties=species:S:1:pos:R:3:forces:R:3
C 0.648841 -1.791466 0.505827 1.5 1.7 1.4
C 0.629471 -0.446562 0.710301 0.9 -2.0 0.6
C 1.533533 0.520639 0.079469 0.0 0.2 -0.4
C 2.166922 0.290542 -1.068114 -0.1 0.1 0.0
C 1.688661 1.815974 0.822272 -0.1 0.1 -0.1
H 0.264277 -2.445960 1.272369 -0.6 -0.1 -0.2
H 1.414696 -2.227327 -0.116141 -0.2 -0.1 -0.5
H 0.084211 -0.068340 1.567925 -0.3 0.0 -0.2
H 2.070768 -0.640343 -1.600161 -0.1 -0.2 -0.1
H 2.771012 1.049947 -1.539798 0.2 0.1 0.1
H 0.717719 2.303348 0.936620 0.0 0.0 0.0
H 2.081282 1.638458 1.825366 0.0 0.0 0.0
H 2.352541 2.500049 0.295344 0.0 0.0 0.0
C -2.248545 -1.993388 0.025798 2.8 -1.2 -0.2
C -2.337271 -0.676829 0.005624 0.5 0.5 0.3
C -1.406673 0.150792 -0.778953 -1.5 0.5 -0.7
C -1.451909 1.485874 -0.760392 -0.1 -0.3 -0.2
H -2.874555 -2.654806 0.600906 -0.2 0.0 0.1
H -1.184341 -2.424073 -0.295294 -2.9 0.6 -0.1
H -2.994701 -0.135138 0.674901 -0.5 0.0 -0.3
H -0.918637 -0.353629 -1.604147 0.5 0.0 0.3
H -2.108178 2.021185 -0.090735 0.0 0.0 0.2
H -0.899123 2.081056 -1.468985 0.2 0.0 0.0
```
Positions in Å, forces in eV/Å.